# 1
Formula: C29H49N4P2Zr
Source: OMol25
Level of theory: ωB97M-V/def2-TZVPD

Summary:
**Frontier orbital gap**: 6.2855 eV
**Energy relative to the best compared isomer or geometry (same formula, charge and spin)**: 7.64 kcal per mole
**Charge**: +3

Geometry (Å):
Zr1 -0.330 0.190 -0.025
C1 -0.345 -2.058 -3.816
C2 -0.636 -3.044 -2.688
C3 -1.641 -4.123 -3.118
P1 -1.095 -2.216 -1.111
C4 -2.919 -1.973 -0.948
C5 -3.165 -1.123 0.296
C6 -3.535 -1.277 -2.164
C7 -0.458 -3.224 0.238
C8 -0.209 -4.593 0.121
C9 0.459 -5.277 1.123
C10 0.916 -4.591 2.238
C11 0.687 -3.228 2.370
C12 -0.017 -2.551 1.384
N1 -0.263 -1.138 1.489
C13 -0.610 -0.651 2.807
C14 -1.391 -1.436 3.655
C15 -1.727 -0.960 4.910
C16 -1.296 0.292 5.341
C17 -0.544 1.083 4.494
C18 -0.203 0.631 3.212
P2 0.715 1.586 2.010
C19 2.484 1.724 2.436
C20 3.203 0.422 2.080
C21 2.719 2.089 3.906
C22 -0.094 3.207 1.730
C23 -1.482 2.887 1.163
C24 -0.206 4.210 2.876
H1 0.049 -2.601 -4.675
H2 0.403 -1.314 -3.526
H3 -1.245 -1.541 -4.152
H4 0.303 -3.538 -2.416
H5 -2.579 -3.695 -3.465
H6 -1.873 -4.833 -2.326
H7 -1.219 -4.687 -3.950
H8 -3.385 -2.955 -0.816
H9 -2.708 -0.094 0.176
H10 -2.799 -1.554 1.225
H11 -4.221 -0.872 0.410
H12 -3.211 -0.233 -2.231
H13 -4.620 -1.256 -2.056
H14 -3.307 -1.761 -3.109
H15 -0.524 -5.135 -0.759
H16 0.635 -6.340 1.025
H17 1.461 -5.115 3.011
H18 1.048 -2.703 3.244
H19 -1.719 -2.420 3.348
H20 -2.324 -1.577 5.569
H21 -1.547 0.644 6.331
H22 -0.205 2.052 4.835
H23 2.854 2.536 1.796
H24 2.851 -0.405 2.700
H25 4.272 0.534 2.257
H26 3.076 0.132 1.030
H27 2.370 1.288 4.559
H28 2.233 3.018 4.201
H29 3.788 2.210 4.076
H30 0.510 3.650 0.928
H31 -2.148 2.440 1.902
H32 -1.477 2.193 0.273
H33 -1.966 3.771 0.742
H34 -0.859 3.840 3.666
H35 -0.640 5.138 2.502
H36 0.765 4.455 3.303
C25 -1.062 1.308 -2.805
N2 0.168 1.966 -3.166
C26 0.048 3.160 -4.020
C27 1.298 1.642 -2.512
N3 1.177 0.963 -1.335
N4 2.486 1.980 -2.993
C28 3.697 1.929 -2.173
C29 2.739 2.143 -4.438
H37 -1.790 1.405 -3.610
H38 -1.536 1.764 -1.914
H39 -0.901 0.229 -2.681
H40 -0.861 3.687 -3.734
H41 -0.010 2.898 -5.075
H42 0.894 3.818 -3.846
H43 2.103 0.674 -1.025
H44 3.485 2.225 -1.147
H45 4.406 2.646 -2.578
H46 4.153 0.936 -2.203
H47 1.885 1.797 -5.012
H48 3.597 1.522 -4.690
H49 2.963 3.181 -4.680

---

# 2
Formula: C5H11NO
Source: OMol25
Level of theory: ωB97M-V/def2-TZVPD

Summary:
**Frontier orbital gap (alpha / beta)**: 7.4458 / 7.4425 eV
**Energy relative to the best compared isomer or geometry (same formula, charge and spin)**: 148.82 kcal per mole

Geometry (Å):
C1 2.459 -0.965 -0.427
C2 0.325 -0.652 -0.174
C3 -1.720 0.798 0.290
C4 -2.693 -0.317 0.011
C5 0.531 0.668 0.071
O1 3.296 -0.325 0.477
N1 1.209 1.667 0.279
H1 3.128 0.631 0.423
H2 0.705 2.523 0.509
H3 2.641 -0.691 -1.469
H4 2.489 -2.039 -0.262
H5 0.114 -1.284 0.678
H6 -0.040 -0.934 -1.153
H7 -1.728 1.135 1.327
H8 -1.833 1.650 -0.381
H9 -3.743 -0.013 0.143
H10 -2.606 -0.683 -1.018
H11 -2.535 -1.170 0.680

---

# 3
Formula: C4H12N4
Source: OMol25
Level of theory: ωB97M-V/def2-TZVPD

Summary:
**Frontier orbital gap**: 8.8296 eV
**Energy relative to the best compared isomer or geometry (same formula, charge and spin)**: 77.79 kcal per mole
**SMILES string**: [H]/N=C/N.C=CN(C)N

Geometry (Å):
C1 0.427 -1.556 -0.598
N1 -0.115 -0.618 0.388
N2 0.376 -0.662 1.717
C2 -1.389 -0.019 0.208
C3 -2.426 -0.620 -0.438
H1 1.357 -0.945 1.703
H2 -0.134 -1.378 2.238
H3 -1.660 0.562 1.091
H4 -0.081 -2.522 -0.533
H5 0.279 -1.162 -1.607
H6 1.501 -1.695 -0.444
H7 -2.273 -1.321 -1.250
H8 -3.448 -0.352 -0.193
N3 1.201 2.134 0.673
C4 0.868 1.734 -0.573
N4 1.676 1.726 -1.555
H9 0.791 1.568 1.414
H10 2.183 2.347 0.791
H11 1.234 1.387 -2.411
H12 -0.367 1.391 -0.620

---

# 4
Formula: C22H30N4O6S
Source: OMol25
Level of theory: ωB97M-V/def2-TZVPD

Summary:
**Frontier orbital gap**: 8.2045 eV
**Energy relative to the best compared isomer or geometry (same formula, charge and spin)**: 69.73 kcal per mole
**SMILES string**: CCOc1ccc(NC(=O)CN(C)c2ccc(S(=O)(=O)N3CCOCC3)cn2)cc1OCC

Geometry (Å):
C1 3.338 3.791 -0.004
C2 4.065 3.159 -1.188
O1 4.409 1.808 -0.965
C3 3.436 0.839 -0.966
C4 2.138 1.051 -1.416
C5 1.207 0.032 -1.459
C6 1.555 -1.245 -1.038
C7 2.841 -1.470 -0.569
C8 3.788 -0.453 -0.523
O2 5.016 -0.856 -0.094
C9 5.892 0.032 0.577
C10 5.302 0.556 1.882
H1 4.430 1.173 1.684
H2 5.002 -0.275 2.516
H3 6.044 1.153 2.406
H4 6.183 0.863 -0.071
H5 6.772 -0.584 0.783
H6 3.136 -2.450 -0.234
N1 0.577 -2.242 -1.101
C11 0.631 -3.525 -0.683
O3 1.577 -4.090 -0.180
C12 -0.727 -4.228 -0.883
N2 -1.675 -3.811 0.131
C13 -2.464 -2.736 -0.068
N3 -2.229 -2.012 -1.180
C14 -2.963 -0.941 -1.419
C15 -3.958 -0.504 -0.572
C16 -4.245 -1.258 0.563
C17 -3.504 -2.385 0.824
H7 -3.728 -3.000 1.679
H8 -5.058 -0.952 1.203
S1 -4.832 1.013 -0.910
O4 -4.729 1.272 -2.314
O5 -6.120 0.940 -0.288
N4 -4.005 2.235 -0.145
C18 -4.148 2.394 1.283
H9 -5.098 1.941 1.565
C19 -2.973 1.756 2.031
O6 -1.738 2.235 1.542
C20 -1.587 1.957 0.167
C21 -2.707 2.609 -0.652
H10 -2.669 2.308 -1.699
H11 -2.615 3.699 -0.586
H12 -0.613 2.359 -0.116
H13 -1.586 0.867 0.009
H14 -3.000 2.020 3.089
H15 -3.010 0.660 1.928
H16 -4.179 3.467 1.505
H17 -2.746 -0.400 -2.330
C22 -1.628 -4.506 1.396
H18 -1.708 -3.804 2.226
H19 -2.430 -5.246 1.474
H20 -0.669 -5.014 1.477
H21 -1.134 -3.986 -1.867
H22 -0.579 -5.306 -0.800
H23 -0.336 -1.939 -1.443
H24 0.212 0.231 -1.829
H25 1.840 2.027 -1.767
H26 3.482 3.268 -2.110
H27 5.029 3.654 -1.336
H28 2.405 3.271 0.203
H29 3.963 3.742 0.884
H30 3.120 4.833 -0.223

---

# 5
Formula: C2H5NS2
Source: OMol25
Level of theory: ωB97M-V/def2-TZVPD

Summary:
**Frontier orbital gap (alpha / beta)**: 6.9842 / 7.0037 eV
**Energy relative to the best compared isomer or geometry (same formula, charge and spin)**: 107.42 kcal per mole

Geometry (Å):
C1 -0.689 0.051 0.304
C2 1.849 0.159 -0.051
N1 -1.952 0.024 0.594
S1 -0.810 -1.146 -2.196
S2 0.533 0.863 1.081
H1 2.046 -0.896 0.072
H2 2.580 0.797 0.145
H3 1.395 0.138 -1.104
H4 -2.452 -0.648 -0.033
H5 -2.499 0.659 1.189